No. 1
ORCA calculation (ωB97M-V/def2-TZVPD) on a structure of composition C14H44AsHfN2SSi4 in a non-equilibrium geometry.

XYZ file:
```
67
C14H44AsHfN2SSi4 ωB97M-V/def2-TZVPD
Hf -0.740 1.168 -0.349
N -2.123 0.602 -2.742
C -2.906 -0.659 -2.683
C -2.193 -1.697 -1.845
N -2.008 -1.205 -0.462
H -2.751 1.323 -3.094
H -1.423 0.500 -3.475
H -3.081 -1.074 -3.677
H -3.884 -0.442 -2.249
H -1.200 -1.899 -2.249
H -2.777 -2.619 -1.879
H -1.600 -1.961 0.083
H -2.932 -1.087 -0.045
C 0.876 -1.477 -3.901
Si 1.812 -0.347 -2.710
C 3.663 -0.619 -2.866
C 1.369 1.476 -3.081
Si 1.376 -0.546 -0.230
Si 2.452 1.539 0.861
C 1.791 1.527 2.626
C 1.788 3.125 0.024
C 4.315 1.487 0.689
Si 1.504 -2.815 0.900
C 3.373 -2.978 0.926
C 0.679 -2.636 2.576
C 0.650 -4.045 -0.244
H 1.386 -1.439 -4.866
H -0.160 -1.186 -4.077
H 0.887 -2.521 -3.586
H 3.983 -0.445 -3.896
H 3.950 -1.640 -2.614
H 4.236 0.056 -2.230
H 1.130 1.613 -4.138
H 2.227 2.119 -2.884
H 0.512 1.867 -2.499
H 0.702 1.556 2.680
H 2.172 2.395 3.170
H 2.123 0.648 3.179
H 0.708 3.327 0.175
H 2.011 3.166 -1.042
H 2.309 3.977 0.469
H 4.746 0.565 1.078
H 4.762 2.314 1.246
H 4.632 1.593 -0.349
H 3.847 -2.209 1.536
H 3.806 -2.936 -0.074
H 3.654 -3.943 1.354
H 1.102 -1.816 3.157
H 0.836 -3.549 3.156
H -0.398 -2.475 2.513
H 1.033 -4.003 -1.264
H -0.434 -3.930 -0.276
H 0.844 -5.056 0.125
C -4.927 0.918 1.859
As -3.346 1.656 2.704
C -3.015 3.437 1.988
C -3.722 1.795 4.585
S -1.660 0.383 2.346
H -5.801 1.475 2.197
H -5.033 -0.119 2.177
H -4.867 0.967 0.773
H -3.808 4.109 2.317
H -2.990 3.430 0.896
H -2.070 3.809 2.385
H -4.648 2.355 4.722
H -2.907 2.300 5.101
H -3.842 0.794 5.000
```

Results
- Total charge: +3
- Spin multiplicity: 1
- Max |F|: 0.08177 hartree/bohr
- Total energy: -122678.1566 eV
- HOMO-LUMO gap: 6.54 eV

No. 2
ORCA calculation (ωB97M-V/def2-TZVPD) on a cluster of 5 separate species, C30H25F5 in total in a non-equilibrium geometry.

XYZ file:
```
60
C30H25F5 ωB97M-V/def2-TZVPD
F -0.077 3.108 2.076
C 1.215 3.590 1.931
C 2.266 2.689 1.748
C 3.520 3.115 1.494
C 3.748 4.464 1.329
C 2.723 5.398 1.501
C 1.470 4.947 1.782
H 2.143 1.616 1.737
H 4.336 2.431 1.317
H 4.702 4.928 1.123
H 2.946 6.431 1.280
H 0.671 5.673 1.814
F 3.065 -4.527 -2.078
C 3.350 -5.533 -1.154
C 3.701 -5.133 0.128
C 3.864 -6.155 1.089
C 3.838 -7.501 0.666
C 3.675 -7.895 -0.657
C 3.464 -6.871 -1.598
H 3.737 -4.095 0.424
H 4.049 -5.826 2.101
H 4.046 -8.254 1.412
H 3.632 -8.943 -0.918
H 3.212 -7.047 -2.633
F -3.724 1.702 -3.175
C -2.513 1.730 -3.886
C -2.333 2.772 -4.797
C -1.187 2.832 -5.558
C -0.197 1.879 -5.378
C -0.386 0.765 -4.544
C -1.522 0.737 -3.748
H -3.131 3.491 -4.913
H -1.092 3.606 -6.306
H 0.678 1.900 -6.010
H 0.300 -0.069 -4.519
H -1.791 0.038 -2.970
F 0.551 -1.224 -2.242
C 0.356 -1.148 -0.945
C 0.942 -2.132 -0.107
C 0.759 -2.094 1.222
C -0.071 -1.083 1.808
C -0.586 -0.117 1.037
C -0.323 -0.074 -0.368
H 1.565 -2.902 -0.538
H 1.270 -2.869 1.774
H -0.312 -1.054 2.861
H -1.117 0.738 1.428
H -0.713 0.795 -0.878
F -7.512 1.074 2.355
C -6.220 1.367 2.670
C -5.229 1.300 1.681
C -3.920 1.700 1.879
C -3.547 2.158 3.145
C -4.472 2.237 4.202
C -5.844 1.842 3.933
H -5.499 1.062 0.663
H -3.176 1.605 1.102
H -2.501 2.345 3.335
H -4.181 2.545 5.195
H -6.618 1.941 4.679
```

Results
- Spin multiplicity: 1
- Max |F|: 0.05397 hartree/bohr
- Total energy: -45101.2259 eV
- HOMO-LUMO gap: 9.91 eV